Record 1
# C28H37ClN4P2Pt

A molecular structure, C28H37ClN4P2Pt (ωB97M-V/def2-TZVPD, the Open Molecules 2025 dataset).

Structure (XYZ):
```
73
Properties=species:S:1:pos:R:3:forces:R:3:lowdin_spin:R:1
Pt -0.011 -2.788 2.545 0.730 1.783 1.330 1.113
C -1.144 1.718 4.364 0.760 -1.546 -0.185 0.001
C -1.602 1.136 3.248 0.606 -0.955 1.149 0.002
C -1.193 1.433 1.866 0.795 -0.297 -1.508 0.000
C 0.120 0.722 1.245 -1.219 1.030 -0.776 0.010
C 1.424 0.584 1.925 0.761 -0.525 2.234 0.009
C 1.858 1.375 2.926 -0.457 -1.641 -0.377 0.005
C 1.147 2.627 3.339 0.276 0.465 -0.310 0.001
C 0.081 2.570 4.487 0.695 1.177 -0.263 0.001
C 1.684 -2.200 3.727 0.794 -1.481 -0.486 0.271
H -1.434 1.309 5.336 -0.329 0.121 -0.422 0.000
H -2.117 0.164 3.349 -0.472 0.995 0.065 0.002
H -1.032 2.508 1.674 -0.436 -0.440 0.247 0.000
H -2.000 1.056 1.179 0.802 0.827 0.882 0.000
H -0.141 -0.271 0.806 -0.188 0.774 0.489 0.011
H 0.310 1.436 0.415 -0.167 -0.642 -0.277 0.001
H 2.002 -0.352 1.717 -0.537 1.000 0.165 0.006
H 2.734 1.017 3.498 -0.347 0.544 -0.391 0.000
H 0.719 3.053 2.401 0.366 0.056 0.916 0.000
H 1.990 3.270 3.679 -0.882 0.170 -0.139 0.000
H 0.638 2.279 5.404 -0.569 0.165 -0.397 0.000
H -0.256 3.613 4.614 0.329 -0.114 0.288 0.000
H 1.885 -1.288 4.327 -0.884 -0.445 -0.911 0.013
H 2.536 -2.434 3.069 -0.087 0.141 0.313 0.044
H 1.487 -3.057 4.409 0.506 0.482 -0.100 0.024
P 1.493 -0.918 -0.788 3.505 0.385 -3.002 0.018
P -2.243 0.153 -0.955 -1.363 0.560 -1.954 0.000
N 2.997 0.119 -1.225 -0.332 -0.503 1.195 0.002
N 2.063 -2.236 -1.808 -0.531 -1.047 -0.501 0.000
N -2.395 1.660 -1.859 0.862 0.883 -0.491 0.000
N -3.697 -0.535 -1.691 -0.180 -1.006 0.255 0.000
C 0.435 -0.078 -2.020 -0.976 -0.007 0.140 0.002
C -0.972 -0.730 -1.992 -0.298 -0.136 -0.274 0.000
C 4.168 0.047 -0.452 -0.657 0.950 -1.002 0.000
C 5.078 0.961 -0.967 -0.840 -0.579 0.102 0.000
C 4.484 1.589 -2.105 -1.386 -1.106 0.485 0.000
C 3.198 1.029 -2.248 1.013 0.599 0.368 0.000
C 2.558 -3.427 -1.261 -0.345 0.053 -0.806 0.005
C 2.893 -4.290 -2.301 -0.158 0.538 0.801 0.000
C 2.592 -3.620 -3.537 -0.163 0.538 0.688 0.000
C 2.092 -2.366 -3.208 0.023 -0.774 0.351 0.000
C -2.690 2.933 -1.314 0.718 -0.230 -1.081 0.000
C -2.475 3.900 -2.306 -0.467 -0.689 1.582 0.000
C -2.052 3.218 -3.485 0.019 -0.286 0.399 0.000
C -2.008 1.862 -3.203 0.229 0.802 0.132 0.000
C -4.551 -0.100 -2.720 0.260 -0.500 0.278 0.000
C -5.338 -1.172 -3.104 0.713 -0.053 0.836 0.000
C -4.974 -2.303 -2.273 0.410 0.785 0.051 0.000
C -3.977 -1.885 -1.416 -0.520 0.789 -0.732 0.000
H 0.849 -0.083 -3.039 -0.142 -0.083 0.573 0.000
H 0.361 0.969 -1.715 0.098 0.032 -0.076 0.000
H -1.406 -0.815 -3.010 0.351 -0.278 0.620 0.000
H -0.931 -1.742 -1.521 -0.103 0.427 -0.559 0.000
H 4.204 -0.631 0.391 0.121 0.178 -0.072 0.000
H 6.042 1.165 -0.543 0.191 -0.008 -0.044 0.000
H 4.933 2.359 -2.711 -0.094 -0.069 -0.113 0.000
H 2.430 1.235 -2.994 0.429 -0.019 0.388 0.000
H 2.540 -3.528 -0.171 0.234 -0.135 -0.556 0.008
H 3.302 -5.294 -2.156 -0.203 0.515 -0.190 0.000
H 2.719 -4.041 -4.541 -0.094 0.375 0.545 0.000
H 1.668 -1.603 -3.857 0.400 -0.294 0.240 0.000
H -2.957 2.990 -0.258 0.008 0.152 -0.486 0.000
H -2.598 4.983 -2.139 0.063 -0.843 -0.283 0.000
H -1.768 3.742 -4.401 -0.164 -0.581 0.256 0.000
H -1.649 1.071 -3.870 -0.430 0.301 0.587 0.000
H -4.547 0.949 -3.045 0.082 -0.780 0.142 0.000
H -6.096 -1.162 -3.875 0.073 0.060 0.163 0.000
H -5.397 -3.294 -2.292 -0.053 0.053 -0.053 0.000
H -3.453 -2.392 -0.607 -0.185 0.079 -0.334 0.000
Cl -0.320 -1.412 5.791 0.350 0.281 -0.010 0.049
C -1.067 -2.092 4.314 -0.791 -0.524 0.630 0.342
H -1.219 -3.130 4.648 -0.457 -0.059 -0.214 0.031
H -2.003 -1.539 4.291 -0.067 -0.390 -0.507 0.026
```
Positions in Å, forces in eV/Å.

2S+1: 3
Kohn-Sham gap (alpha / beta), eV: 5.584 / 5.660
LUMO energy (alpha / beta), Ha: -0.04883 / -0.09037



Record 2
# C28H37IrN2O2P

A molecular structure, C28H37IrN2O2P (ωB97M-V/def2-TZVPD, the Open Molecules 2025 dataset).

Structure (XYZ):
```
71
Properties=species:S:1:pos:R:3:forces:R:3:lowdin_spin:R:1
C 0.387 3.440 -4.086 0.257 -0.173 0.235 0.090
C -0.894 2.992 -3.787 -0.712 -0.349 -0.065 0.009
C -1.118 1.826 -3.043 0.405 1.230 -0.223 0.108
C -0.008 1.179 -2.482 -0.613 -0.339 -0.692 0.237
C 1.289 1.578 -2.839 0.430 0.913 -0.550 0.093
C 1.483 2.712 -3.621 0.126 -0.141 -0.048 -0.003
C -2.541 1.399 -2.830 -0.697 0.084 -0.092 0.020
C -2.885 -0.086 -2.645 0.410 0.981 1.160 0.084
N -2.018 -1.043 -3.292 -2.161 -0.593 -2.076 0.655
Ir -0.162 -0.145 -0.953 -0.669 0.563 -0.168 1.683
C 2.462 0.805 -2.318 0.454 -0.402 0.236 0.029
P 1.742 -0.783 -1.701 3.073 0.658 -0.637 0.090
H -1.767 3.537 -4.156 0.310 -0.085 -0.013 0.001
H 2.501 3.012 -3.857 -0.204 0.073 -0.045 0.000
H 0.538 4.337 -4.683 -0.065 -0.178 0.131 0.004
H 2.978 1.319 -1.486 -0.296 -0.180 -0.223 0.005
H 3.214 0.604 -3.097 -0.203 0.162 0.215 0.001
H -2.910 1.887 -1.915 0.010 -0.019 -0.270 0.003
H -3.141 1.780 -3.669 0.144 0.031 0.228 0.002
H -2.847 -0.329 -1.567 -0.191 -0.122 -0.396 0.025
C 2.759 -1.358 -0.340 0.508 -0.450 -0.028 0.037
C 2.021 -1.876 -3.110 -0.216 -0.418 0.194 0.016
H -3.940 -0.246 -2.959 0.534 -0.261 -0.078 0.037
C -1.490 -0.756 -4.623 0.624 0.082 -0.425 0.060
C -2.494 -2.420 -3.161 0.109 -0.669 0.508 0.057
H 0.511 1.069 0.016 0.468 -0.535 0.023 0.184
H -1.902 -1.478 -5.350 0.140 0.328 0.404 0.016
H -1.724 0.264 -4.947 0.171 -0.268 0.310 0.006
H -0.396 -0.893 -4.618 -0.377 0.142 0.002 0.023
H -2.694 -2.851 -4.156 0.157 0.222 0.449 0.014
H -1.730 -3.042 -2.666 -0.190 0.204 -0.125 0.028
H -3.420 -2.449 -2.566 0.492 0.052 -0.087 0.006
H 3.097 -2.054 -3.214 -0.216 0.066 -0.068 0.002
H 1.513 -2.824 -2.905 0.178 -0.014 -0.222 0.004
H 1.622 -1.440 -4.032 0.152 -0.033 0.216 0.001
H 3.816 -1.370 -0.628 -0.060 -0.093 0.116 0.006
H 2.612 -0.719 0.537 0.010 -0.054 -0.253 0.007
H 2.434 -2.371 -0.086 0.156 0.073 0.054 0.002
H 0.049 -1.732 -1.533 -0.473 0.189 0.910 0.113
C 3.783 0.643 4.136 0.255 0.138 0.092 -0.005
C 2.835 -0.455 3.738 -0.140 0.297 0.094 -0.005
C 3.348 -1.736 3.536 -0.159 -0.025 -0.065 0.124
C 2.522 -2.779 3.121 -0.678 -0.236 -0.124 0.005
C 1.176 -2.532 2.891 0.447 -0.468 -0.275 0.086
C 0.640 -1.249 3.104 -0.092 -0.074 -0.067 0.072
N -0.664 -1.036 2.690 0.273 -0.332 0.709 0.343
C -1.653 -0.234 3.254 -0.300 0.404 0.178 0.034
C -1.887 -0.206 4.644 0.043 0.154 -0.052 0.068
C -2.862 0.649 5.166 0.182 -0.266 -0.227 -0.007
C -3.619 1.462 4.308 0.135 -0.185 0.012 0.086
C -3.393 1.424 2.928 0.096 -0.112 -0.021 -0.004
C -2.427 0.578 2.395 0.168 0.140 0.060 0.063
C -2.036 0.705 0.950 -0.508 0.840 -0.773 0.047
O -2.099 1.784 0.358 0.062 -1.484 0.656 0.057
O -1.601 -0.420 0.390 -1.926 -0.017 1.345 0.142
C 1.470 -0.194 3.557 -0.026 0.112 0.163 0.097
C 0.908 1.185 3.710 -0.013 0.502 0.150 0.015
H 3.786 1.467 3.410 -0.020 -0.198 0.189 -0.002
H 3.525 1.060 5.119 0.087 -0.077 -0.240 -0.002
H 4.802 0.245 4.191 -0.206 0.167 0.048 0.000
H 4.411 -1.911 3.695 -0.232 0.003 -0.022 0.006
H 2.926 -3.780 2.977 -0.115 0.221 0.043 -0.002
H 0.499 -3.317 2.553 0.238 0.073 0.080 0.003
H -0.946 -1.483 1.821 0.011 -0.026 -0.001 0.007
H -1.307 -0.870 5.289 -0.178 0.251 -0.148 0.001
H -3.033 0.668 6.246 0.029 -0.004 -0.440 -0.001
H -4.378 2.130 4.717 0.230 -0.203 -0.116 0.004
H -3.943 2.065 2.240 0.135 -0.085 0.266 -0.001
H 0.463 1.531 2.763 0.105 -0.061 0.240 0.009
H 0.121 1.233 4.475 0.348 0.026 -0.233 0.003
H 1.686 1.899 3.997 -0.222 -0.155 -0.128 0.000
```
Positions in Å, forces in eV/Å.

2S+1: 6
Kohn-Sham gap (alpha / beta), eV: 7.073 / 5.230
LUMO energy (alpha / beta), Ha: -0.17351 / -0.32460
Charge: +2



Record 3
# C28H37N3O3

C28H37N3O3 in the gas phase (ωB97M-V/def2-TZVPD, the Open Molecules 2025 dataset).

Structure (XYZ):
```
71
Properties=species:S:1:pos:R:3:forces:R:3:nbo_charge:R:1
C -2.953 -5.044 0.309 0.154 0.107 0.106 -0.597
C -1.520 -4.527 0.150 0.034 -0.207 -0.209 -0.307
C -0.625 -5.618 -0.431 -0.065 0.207 0.062 -0.595
C -1.533 -3.332 -0.801 0.173 -0.169 0.344 0.696
O -1.327 -3.470 -1.992 0.013 -0.240 -0.301 -0.637
N -1.776 -2.103 -0.276 0.004 0.433 -0.031 -0.448
C -2.183 -1.765 1.067 -0.321 -0.138 0.279 -0.213
C -3.599 -1.173 1.051 0.316 -0.043 0.241 -0.226
N -3.577 0.007 0.216 0.007 0.018 0.094 -0.490
C -4.633 0.937 0.354 -0.143 0.199 -0.005 0.196
C -5.914 0.599 0.766 0.148 -0.028 -0.072 -0.251
C -6.896 1.570 0.876 -0.139 0.056 0.028 -0.220
C -6.608 2.887 0.567 -0.035 -0.123 0.038 -0.208
C -5.330 3.250 0.178 0.044 0.129 -0.057 -0.221
C -4.337 2.286 0.087 -0.292 0.017 0.000 0.116
N -3.007 2.583 -0.221 0.127 -0.499 0.146 -0.621
C -2.467 3.721 -0.696 0.458 -0.181 0.003 0.666
O -3.064 4.729 -1.006 0.006 0.209 -0.073 -0.609
C -0.942 3.638 -0.853 -0.047 0.436 -0.182 -0.155
O -0.444 2.432 -0.325 0.127 -0.100 0.041 -0.519
C 0.915 2.235 -0.311 0.142 -0.121 0.051 0.296
C 1.355 1.071 0.316 -0.186 0.090 -0.038 -0.259
C 2.700 0.776 0.377 -0.061 0.076 -0.039 -0.147
C 3.649 1.629 -0.178 0.155 0.243 -0.153 -0.040
C 5.121 1.320 -0.109 -0.219 -0.283 0.184 -0.227
C 5.455 0.005 -0.822 0.279 0.287 -0.198 -0.391
C 6.956 -0.263 -0.774 -0.129 -0.288 0.152 -0.396
C 7.445 -0.312 0.671 0.184 0.245 -0.155 -0.396
C 7.112 0.991 1.390 -0.126 -0.266 0.189 -0.396
C 5.611 1.261 1.343 0.285 0.296 -0.181 -0.391
C 3.197 2.784 -0.797 0.089 -0.189 0.099 -0.179
C 1.849 3.095 -0.870 -0.432 0.120 -0.039 -0.298
C -3.232 -0.352 -1.153 0.296 -0.099 -0.201 -0.232
C -1.829 -0.957 -1.165 -0.163 0.030 -0.448 -0.232
H -3.350 -5.322 -0.665 -0.063 -0.025 -0.089 0.219
H -3.605 -4.290 0.745 -0.134 0.038 0.039 0.200
H -2.966 -5.923 0.950 -0.032 -0.065 0.047 0.213
H -1.119 -4.232 1.124 -0.070 0.025 -0.059 0.203
H 0.403 -5.271 -0.497 0.112 -0.041 -0.049 0.213
H -0.959 -5.874 -1.433 0.009 -0.042 -0.058 0.228
H -0.657 -6.507 0.194 0.006 -0.075 0.085 0.202
H -2.155 -2.632 1.722 0.035 0.000 -0.043 0.216
H -1.494 -1.006 1.459 -0.078 -0.069 0.058 0.196
H -3.890 -0.887 2.064 -0.010 -0.035 -0.033 0.217
H -4.301 -1.938 0.677 0.013 0.055 0.045 0.172
H -6.153 -0.430 0.991 0.015 -0.115 0.010 0.212
H -7.889 1.290 1.193 -0.084 -0.021 0.025 0.213
H -7.377 3.641 0.639 -0.061 0.077 0.008 0.215
H -5.090 4.275 -0.048 0.024 0.047 -0.008 0.251
H -2.365 1.824 -0.014 -0.036 0.154 0.006 0.439
H -0.717 3.726 -1.925 -0.037 0.001 0.138 0.202
H -0.509 4.507 -0.341 -0.077 -0.110 -0.059 0.206
H 0.626 0.408 0.756 -0.107 -0.069 0.050 0.212
H 3.011 -0.133 0.869 0.045 -0.122 0.067 0.204
H 5.664 2.126 -0.615 -0.019 0.004 -0.001 0.199
H 4.925 -0.819 -0.340 -0.093 -0.066 0.019 0.194
H 5.116 0.057 -1.859 -0.080 -0.052 0.010 0.212
H 7.178 -1.207 -1.275 0.053 0.038 -0.070 0.208
H 7.484 0.531 -1.307 0.048 0.018 -0.071 0.193
H 8.523 -0.486 0.693 -0.003 -0.081 0.046 0.207
H 6.961 -1.144 1.188 0.010 -0.081 0.046 0.192
H 7.446 0.940 2.428 0.058 0.075 -0.006 0.208
H 7.644 1.816 0.909 0.055 0.067 0.014 0.193
H 5.085 0.466 1.875 -0.090 -0.043 0.057 0.193
H 5.383 2.205 1.843 -0.077 -0.031 0.046 0.211
H 3.910 3.467 -1.237 0.090 0.055 -0.039 0.210
H 1.546 4.004 -1.364 -0.064 0.082 -0.042 0.221
H -3.264 0.535 -1.787 -0.003 -0.022 0.019 0.219
H -3.947 -1.089 -1.555 0.017 0.079 0.004 0.183
H -1.565 -1.301 -2.165 -0.008 0.103 0.139 0.256
H -1.100 -0.211 -0.831 -0.046 0.022 -0.029 0.195
```
Positions in Å, forces in eV/Å.

SMILES string: CC(C)C(=O)N1CCN(c2ccccc2NC(=O)COc2ccc(C3CCCCC3)cc2)CC1
2S+1: 1
Kohn-Sham gap, eV: 8.855
LUMO energy, Ha: 0.02182



Record-wise ΔE to the lowest compared entry with this formula, charge and spin values, in kcal/mol: 20.4 0.0 0.0